Molecular formula: C7H25NO5
Method: DFT, wB97M-V/def2-TZVPD

Last column: Löwdin charge in e.
Atoms and positions in Å:
C 0.85540 0.58485 3.07184  -0.0212
C 0.21026 0.07536 2.01807  -0.1794
C 0.92292 -0.77636 1.01619  -0.2128
C 0.40312 -2.22876 1.15567  -0.1474
C -0.91823 -2.40239 0.31644  -0.1974
N -0.76921 -1.75433 -1.02162  -0.2594
C -0.21356 -2.75844 -1.94453  -0.1081
C -2.08002 -1.34642 -1.59386  -0.1171
H 0.26653 0.87809 3.94009  0.0646
H 1.87780 0.37464 3.32426  0.0620
H -0.88341 0.09801 1.93280  0.1090
H 0.85984 -0.33044 0.02122  0.0820
H 1.96517 -0.72479 1.31262  0.1030
H 0.09482 -2.44181 2.16657  0.1022
H 1.21601 -2.88250 0.81647  0.1065
H -1.15800 -3.45608 0.16996  0.1017
H -1.72497 -2.02409 0.94562  0.1065
H -0.69998 -3.73443 -1.85515  0.0845
H -0.14844 -2.34413 -2.96747  0.0918
H 0.85973 -2.81754 -1.75415  0.0788
H -1.94559 -0.66147 -2.44802  0.0669
H -2.74966 -2.06444 -2.09098  0.0833
H -2.53779 -0.61773 -0.89901  0.0860
O 0.13053 3.40206 -0.56591  -0.0594
H 0.90520 3.94800 -0.48609  0.0515
H -0.47229 3.31720 -1.31267  0.0596
O 2.64101 -0.34584 -3.21068  -0.0545
H 3.51532 -0.11671 -2.87333  0.0413
H 2.11991 0.41842 -2.95269  -0.0007
O 0.16165 1.34802 -1.98001  -0.0653
H 0.46012 1.42503 -1.07789  0.0102
H 0.26175 0.46008 -2.34521  0.0237
O -2.41749 3.48718 1.79181  -0.0453
H -1.47605 3.38679 1.59441  -0.0032
H -2.74105 2.60938 1.58986  0.0248
O 1.27626 3.71713 2.06130  -0.0611
H 1.48036 2.86725 2.48685  0.0090
H 0.45203 3.43122 1.64723  -0.0165

Output
- max |F| (eV/Å) = 2.5
- energy above the lowest of the compared OMol25 structures with the same formula, charge and spin (kcal per mole) = 63.11
- SMILES = C=CCCCN(C)C.O.O.O.O.O
- highest occupied orbital energy (eV) = -9.17
- electronic energy (eV) = -19389.9058